*1*
ORCA calculation (the ωB97M-V functional and the def2-TZVPD basis) on a structure of composition C9H19N.

XYZ file:
```
29
Properties=species:S:1:pos:R:3:lowdin_charge:R:1
C -0.30 -0.04 0.47 -0.4154
C 0.60 0.83 -0.32 -0.2805
C -0.27 2.46 -0.34 -0.1934
C -1.61 -0.48 -0.18 -0.0607
C -0.55 0.38 1.92 -0.0691
C 0.96 0.46 -1.74 -0.0796
C 0.53 -2.79 -0.20 -0.0981
C 0.86 -1.55 0.59 -0.2228
N -1.49 2.58 -1.08 -0.0100
C 1.93 -1.54 1.39 0.0013
H 1.50 1.08 0.24 0.1199
H -1.47 2.08 -1.96 0.0683
H -2.30 2.30 -0.54 0.0595
H 0.50 3.09 -0.79 0.0819
H -0.41 2.83 0.68 0.0878
H -2.44 0.19 0.09 0.0704
H -1.92 -1.46 0.19 0.0773
H -1.56 -0.53 -1.27 0.0707
H -0.78 -0.50 2.53 0.0879
H -1.40 1.07 2.00 0.0765
H 0.32 0.88 2.35 0.0810
H 1.29 1.34 -2.30 0.0779
H 0.14 0.02 -2.30 0.0634
H 1.79 -0.25 -1.75 0.0777
H 1.27 -3.59 -0.05 0.0762
H -0.44 -3.20 0.09 0.0692
H 0.50 -2.57 -1.27 0.0732
H 2.21 -0.66 1.97 0.0512
H 2.54 -2.42 1.58 0.0581
```

Properties
HOMO-LUMO gap, eV: 8.8

***

*2*
ORCA calculation (the ωB97M-V functional and the def2-TZVPD basis) on an isolated molecule of C9H19N.

XYZ file:
```
29
Properties=species:S:1:pos:R:3:lowdin_charge:R:1
C 1.55 -1.71 0.65 0.0403
C 1.71 -0.55 -0.01 -0.3312
C 2.86 0.36 0.32 -0.0508
C 0.67 -0.02 -0.94 -0.2931
N 0.27 -1.03 -1.89 0.0591
C -0.62 0.69 -0.06 -0.4674
C -1.69 1.05 -1.08 -0.0700
C -0.09 1.98 0.57 -0.0650
C -1.14 -0.21 1.05 -0.2266
C -2.07 -1.36 0.70 -0.0933
H 2.32 -2.07 1.32 0.0648
H 0.84 -2.46 0.35 0.0573
H 2.55 1.16 0.99 0.0684
H 3.25 0.82 -0.59 0.0830
H 3.67 -0.19 0.79 0.0752
H 1.09 0.81 -1.52 0.1319
H -0.35 -0.64 -2.59 0.0684
H -0.21 -1.80 -1.44 0.0534
H -2.54 1.53 -0.59 0.0892
H -1.29 1.75 -1.82 0.0869
H -2.07 0.19 -1.61 0.0655
H -0.92 2.58 0.95 0.0842
H 0.45 2.58 -0.16 0.0849
H 0.56 1.77 1.41 0.0727
H -0.22 -0.67 1.54 0.1057
H -1.63 0.41 1.79 0.1126
H -2.43 -1.83 1.61 0.0726
H -2.95 -1.03 0.14 0.0680
H -1.57 -2.14 0.12 0.0533
```

Properties
HOMO-LUMO gap, eV: 9.6

***

The relative energies come out as *1* 0.0581; *2* 0.0000, with values in hartree.

***

*1*
ORCA calculation (the ωB97M-V functional and the def2-TZVPD basis) on a cluster of 2 separate species, C8H11NO2S in total.

XYZ file:
```
23
Properties=species:S:1:pos:R:3:lowdin_charge:R:1
C -0.15 3.21 -0.63 -0.0333
C 0.88 2.26 -0.94 -0.0817
C -1.32 2.60 -0.19 -0.0944
C 0.81 0.91 -0.78 -0.0775
C -1.38 1.23 -0.02 -0.0672
C -0.41 0.34 -0.23 -0.2641
C -1.42 -1.83 0.70 -0.0854
C -0.30 -1.08 0.18 -0.3435
N 1.06 -0.82 1.82 0.1383
O 2.11 -2.21 -0.48 -0.3455
O -0.01 -3.34 -1.08 -0.4794
S 0.64 -2.01 -1.15 0.9701
H -0.32 4.24 -0.69 0.0868
H 1.80 2.73 -1.21 0.0930
H -2.08 3.19 0.21 0.0857
H 1.75 0.42 -1.00 0.1013
H -2.49 0.92 0.33 0.1628
H -2.26 -1.27 0.92 0.0646
H -1.08 -2.30 1.59 0.0884
H -1.58 -2.65 0.05 0.0574
H 1.59 -1.59 1.65 -0.0662
H 2.75 -2.98 -0.53 0.1216
H 1.42 0.02 1.49 -0.0317
```

Properties
HOMO-LUMO gap (spin up / spin down), eV: 8.3 / 8.3

***

*2*
ORCA calculation (the ωB97M-V functional and the def2-TZVPD basis) on an isolated molecule of C8H11NO2S.

XYZ file:
```
23
Properties=species:S:1:pos:R:3:lowdin_charge:R:1
C 2.40 0.55 -0.20 0.1048
C -0.01 -0.80 0.76 -0.3565
C 1.43 0.38 -2.56 -0.2745
C -0.03 -0.04 -2.37 -0.4174
C -0.10 -0.05 2.07 -0.2686
C -1.13 0.08 0.27 -0.7007
C 1.11 0.62 2.68 -0.0307
C -2.46 -0.65 0.11 -0.0473
N 2.04 0.49 -1.31 -0.0618
O 0.60 -1.73 0.32 0.1249
O -1.06 0.85 1.46 -0.0623
S -0.87 1.13 -1.23 0.9661
H 1.97 -0.36 -3.16 0.1301
H 1.48 1.36 -3.05 0.1239
H -0.55 0.00 -3.32 0.0731
H -0.09 -1.04 -1.95 0.0749
H -0.61 -0.67 2.82 0.1614
H 1.66 1.18 1.92 0.0241
H 1.77 -0.13 3.10 0.0908
H 0.78 1.31 3.46 0.0839
H -2.69 -1.22 1.01 0.0925
H -2.40 -1.33 -0.74 0.0875
H -3.24 0.08 -0.07 0.0816
```

Properties
HOMO-LUMO gap, eV: 9.6

***

The relative energies come out as *1* 0.0950; *2* 0.0000, with values in hartree.

***

*1*
ORCA calculation (the ωB97M-V functional and the def2-TZVPD basis) on a cluster of 2 separate species, C3H4S2 in total.

XYZ file:
```
9
Properties=species:S:1:pos:R:3:lowdin_charge:R:1
C -0.05 -1.37 1.44 0.1841
C 0.56 -0.77 0.61 -0.3109
C 1.30 -0.21 -0.37 -0.6908
S 2.34 1.00 0.00 0.7155
H -0.76 -1.82 2.02 0.0238
H 0.97 -0.25 -1.37 0.0326
S -1.84 0.98 -1.31 0.5718
H -1.33 1.99 -0.67 -0.2178
H -1.19 0.45 -0.35 -0.3083
```

Properties
HOMO-LUMO gap (spin up / spin down), eV: 7.8 / 7.8

***

*2*
ORCA calculation (the ωB97M-V functional and the def2-TZVPD basis) on a structure of composition C3H4S2.

XYZ file:
```
9
Properties=species:S:1:pos:R:3:lowdin_charge:R:1
C -0.50 0.01 0.05 -0.9244
C 0.60 1.03 0.15 -0.6506
C 0.43 -1.15 0.13 -0.3924
H 0.45 2.26 -0.43 0.1966
H 0.73 1.34 1.31 0.1181
H 0.20 -2.03 -0.46 0.0648
H 0.16 -1.11 1.56 0.2348
S -2.24 0.04 -0.09 0.5586
S 1.95 -0.02 -0.16 0.7946
```

Properties
HOMO-LUMO gap, eV: 8.1

***

*3*
ORCA calculation (the ωB97M-V functional and the def2-TZVPD basis) on a cluster of 2 separate species, C3H4S2 in total.

XYZ file:
```
9
Properties=species:S:1:pos:R:3:lowdin_charge:R:1
C -0.33 1.45 -0.94 0.1362
C 0.21 0.55 -0.33 -0.3363
C 0.57 -0.53 0.54 -1.0726
S 1.00 -0.08 2.17 0.6547
S 1.87 -1.79 -0.23 0.6160
H -0.67 2.33 -1.33 0.0105
H -1.10 -1.25 0.66 0.2181
H 0.64 -1.31 2.85 -0.0495
H 1.30 -2.38 -1.28 -0.1771
```

Properties
HOMO-LUMO gap, eV: 8.1

***

*4*
ORCA calculation (the ωB97M-V functional and the def2-TZVPD basis) on an isolated molecule of C3H4S2.

XYZ file:
```
9
Properties=species:S:1:pos:R:3:lowdin_charge:R:1
S -1.25 2.40 -0.09 0.6712
C -0.68 0.97 0.45 -0.7224
C -0.28 -0.13 -0.42 -0.7299
C 0.94 -0.87 -0.06 -0.4733
S -0.56 -1.77 0.29 0.8471
H -0.62 0.85 1.57 0.0755
H -0.55 -0.22 -1.50 0.1189
H 1.50 -1.02 -0.99 0.0833
H 1.50 -0.23 0.76 0.1296
```

Properties
HOMO-LUMO gap, eV: 8.4

***

The relative energies come out as *1* 0.0688; *2* 0.0958; *3* 0.1411; *4* 0.0000, with values in hartree.